*one*
The following is a quantum chemistry calculation of one molecule with the formula C3H7N3S, from OMol25.

Kohn-Sham gap ... 8.28 eV

```
! RIJCOSX wB97M-V def2-TZVPD def2/J DEFGRID3
* xyz 0 1
C 0.9307 0.4576 -0.0425
C 0.4444 0.6714 -1.4448
C -0.1464 0.4057 0.9633
N -0.6543 -0.3280 3.1361
N -0.1626 0.0203 2.1092
N -1.2611 -1.1766 -0.5551
S -0.4805 -0.8315 -2.0027
H 1.4298 -0.5587 0.0943
H 1.7119 1.2455 0.1779
H 0.0946 1.7909 -1.5477
H 1.2728 0.4937 -2.1694
H -0.9788 -2.0723 -0.1938
H -0.8366 -1.3063 3.3461
H -2.2784 -1.2706 -0.6152
*
```

---

*two*
The following is a quantum chemistry calculation of one molecule with the formula C3H7N3S, from OMol25.

Kohn-Sham gap ... 8.89 eV
SMILES string ... [H]/N=C(/N)NC(C)=S

```
! RIJCOSX wB97M-V def2-TZVPD def2/J DEFGRID3
* xyz 0 1
H -0.8969 1.4382 -1.0218
N -1.4848 0.8624 -0.5155
C -1.0712 -0.3426 -0.2661
N -1.8535 -1.2820 0.3208
N 0.1823 -0.8508 -0.5594
C 1.3830 -0.1749 -0.1588
C 1.2027 1.3281 0.3400
S 2.9666 -0.7329 -0.1389
H -2.8794 -1.0875 0.5733
H -1.3414 -2.0248 0.8813
H 0.1334 -1.8778 -0.7853
H 1.2524 1.8570 -0.6267
H 2.1110 1.4308 0.9556
H 0.2959 1.4567 1.0014
*
```

---

Most stable structure: *two*

---

*one*
The following is a quantum chemistry calculation of C3H7N3S as an isolated structure, from OMol25.

Kohn-Sham gap ... 8.59 eV

```
! RIJCOSX wB97M-V def2-TZVPD def2/J DEFGRID3
* xyz 0 1
C -0.0786 -2.3237 0.7348
C -1.5505 0.2521 -1.0374
C 1.3931 2.5445 0.1914
H 1.1349 -1.9211 1.3970
H -1.2435 -2.3255 1.5328
H 0.2932 -3.3976 -0.2647
H 0.2307 -0.2959 0.3029
H -2.5302 0.6794 -1.4133
H 2.0221 2.4231 1.1219
H 1.8041 3.1803 -0.7589
N -0.2102 -1.1765 -0.1273
N -1.3957 -0.8920 -0.6738
N 0.5076 1.5764 0.2144
S -0.3769 1.6765 -1.2198
*
```

---

*two*
The following is a quantum chemistry calculation of one molecule with the formula C3H7N3S, from OMol25.

Kohn-Sham gap ... 9.23 eV
SMILES string ... NC/C=N\NC=S

```
! RIJCOSX wB97M-V def2-TZVPD def2/J DEFGRID3
* xyz 0 1
N 0.8902 2.4955 -1.3728
C 0.2441 1.3471 -0.7465
C 1.2770 0.5122 -0.0986
N 1.3985 -0.7326 -0.0433
N 0.3294 -1.5392 -0.3463
C -0.8748 -1.5783 0.3047
S -1.5206 -0.4614 1.3242
H 0.1887 3.1980 -1.6466
H 1.3392 2.2747 -2.2772
H -0.4444 0.7436 -1.3523
H -0.3772 1.7761 0.0312
H 2.1830 1.1086 0.3103
H 0.6156 -2.4370 -0.7073
H -1.3801 -2.5339 0.0336
*
```

---

*three*
The following is a quantum chemistry calculation of one molecule with the formula C3H7N3S, from OMol25.

Kohn-Sham gap ... 7.40 eV
SMILES string ... CN/N=C(/N)C=S

```
! RIJCOSX wB97M-V def2-TZVPD def2/J DEFGRID3
* xyz 0 1
C -2.0511 -0.6031 0.2579
N -1.2677 0.6850 -0.2105
N -0.2029 0.2081 -1.0743
C 0.9440 0.0995 -0.3791
N 2.0996 -0.3712 -0.9252
C 1.1408 0.8399 0.8967
S 2.5140 1.0541 1.7268
H -1.4451 -1.0485 1.1923
H -3.0192 -0.3694 0.7844
H -2.2364 -1.4729 -0.4626
H -1.9425 1.2948 -0.7655
H 3.0744 -0.3633 -0.5297
H 2.1403 -1.2336 -1.7762
H 0.2517 1.2807 1.2649
*
```

---

Most stable structure: *two*

---

*one*
The following is a quantum chemistry calculation of one molecule with the formula C3H7N3S, from OMol25.

Kohn-Sham gap ... 8.40 eV
SMILES string ... C1=NSCCNN1

```
! RIJCOSX wB97M-V def2-TZVPD def2/J DEFGRID3
* xyz 0 1
C -0.4294 1.8555 0.0394
N -1.6189 1.4543 -0.1971
S -2.0521 -0.1775 -0.4134
C -0.8276 -1.1582 0.4810
C 0.5451 -1.2443 -0.1920
N 0.8465 0.0542 -0.7875
N 0.7277 1.1068 0.1534
H -0.2970 2.9092 0.2539
H -0.7379 -0.7722 1.4909
H -1.2707 -2.1609 0.5825
H 1.2640 -1.5897 0.5472
H 0.5437 -1.9822 -1.0099
H 1.7415 0.0831 -1.2380
H 1.5651 1.6219 0.2896
*
```

---

*two*
The following is a quantum chemistry calculation of one molecule with the formula C3H7N3S, from OMol25.

Kohn-Sham gap ... 8.43 eV
SMILES string ... NC(=S)C=C(N)N

```
! RIJCOSX wB97M-V def2-TZVPD def2/J DEFGRID3
* xyz 0 1
N 2.4398 1.1203 -0.1352
C 1.4808 0.1573 0.0079
S 2.0972 -1.4235 -0.0544
C 0.1092 0.5447 0.1124
C -1.0165 -0.2614 0.0627
N -0.9777 -1.6226 0.0075
N -2.2638 0.2932 -0.1409
H 2.1756 2.0634 0.0768
H 3.3583 0.8422 0.1687
H -0.0890 1.6209 0.1161
H -1.7837 -2.2289 -0.1145
H -0.0225 -2.0387 0.0968
H -2.4427 1.2484 -0.1244
H -3.0652 -0.3153 -0.0794
*
```

---

*three*
The following is a quantum chemistry calculation of C3H7N3S as an isolated structure, from OMol25.

Kohn-Sham gap ... 8.66 eV

```
! RIJCOSX wB97M-V def2-TZVPD def2/J DEFGRID3
* xyz 0 1
C -0.8017 -0.3443 0.6313
C 1.3050 -0.6263 -0.1439
C 2.6063 -0.3439 -0.3446
H -2.1630 0.2967 -1.3857
H -3.6818 0.3481 -0.9314
H -0.3997 -0.7890 1.5520
H 0.1917 1.4146 1.8182
H 1.1586 -1.5992 -0.2379
H 3.2078 -1.2139 -0.2244
H 2.8987 0.7426 -0.3424
N -2.7035 0.5602 -0.5993
N -2.2064 -0.4386 0.4276
N 0.0579 0.1912 -0.3188
S 0.5302 1.8018 0.0994
*
```

---

Most stable structure: *two*

---

*one*
The following is a quantum chemistry calculation of one molecule with the formula C3H7N3S, from OMol25.

Kohn-Sham gap ... 9.75 eV
SMILES string ... [H]/N=C1/NCCN1S

```
! RIJCOSX wB97M-V def2-TZVPD def2/J DEFGRID3
* xyz 0 1
H -1.3996 -2.2255 -0.9018
N -1.7998 -1.3083 -0.8083
C -0.8824 -0.4935 -0.5039
N -1.0952 0.8489 -0.0955
C 0.1552 1.5731 0.0159
C 1.0446 0.4768 0.4556
N 0.4787 -0.6756 -0.2414
S 1.1462 -2.2677 -0.0422
H -1.8596 1.3273 -0.4809
H 0.2019 2.4140 0.7163
H 0.4392 1.9130 -0.9897
H 0.9303 0.3494 1.5494
H 2.0797 0.6193 0.1730
H 0.5610 -2.5513 1.1535
*
```

---

*two*
The following is a quantum chemistry calculation of one molecule with the formula C3H7N3S, from OMol25.

Kohn-Sham gap ... 8.94 eV
SMILES string ... C=NN(C)C(N)=S

```
! RIJCOSX wB97M-V def2-TZVPD def2/J DEFGRID3
* xyz 0 1
C 2.1695 0.4951 0.1830
N 1.4582 0.2223 -0.8701
N 0.3800 -0.6229 -0.5261
C 0.1306 -1.5374 -1.5815
C -0.6252 -0.1203 0.2443
N -1.8557 -0.8393 0.2002
S -0.6927 1.3517 1.1259
H 1.8749 0.1358 1.1839
H 3.0370 1.3236 0.0815
H 0.3632 -2.5855 -1.3377
H -0.9896 -1.3573 -1.7834
H 0.8133 -1.1234 -2.3821
H -1.7259 -1.9131 0.3673
H -2.2177 -0.4515 1.1534
*
```

---

*three*
The following is a quantum chemistry calculation of one molecule with the formula C3H7N3S, from OMol25.

Kohn-Sham gap ... 7.36 eV
SMILES string ... CN/N=C(/N)C=S

```
! RIJCOSX wB97M-V def2-TZVPD def2/J DEFGRID3
* xyz 0 1
C 1.6259 -1.2026 0.4280
N 1.3790 -0.1069 -0.6002
N 0.5145 0.8580 -0.1112
C -0.7218 0.6638 0.0977
N -1.4465 1.8575 0.2984
C -1.3808 -0.5814 -0.2353
S -2.9447 -0.8853 -0.0531
H 0.7645 -2.0137 0.5136
H 2.6885 -1.5652 0.0989
H 1.6643 -0.6524 1.6220
H 2.2768 0.3555 -0.9651
H -2.4938 1.7604 -0.1437
H -1.2076 2.8342 -0.2051
H -0.7183 -1.3220 -0.7451
*
```

---

Most stable structure: *one*

---

*one*
The following is a quantum chemistry calculation of one molecule with the formula C6H8FNO3, from OMol25.

Kohn-Sham gap ... 10.48 eV
SMILES string ... O=C(F)C(=O)N1CCOCC1

```
! RIJCOSX wB97M-V def2-TZVPD def2/J DEFGRID3
* xyz 0 1
O 3.5444 1.3277 1.1330
C 3.4414 0.4231 0.3575
F 4.3572 0.0083 -0.5151
C 2.2700 -0.5706 0.4654
O 2.4337 -1.3894 1.3636
N 1.2035 -0.5743 -0.3524
C 0.1088 -1.4621 0.0269
C -1.0593 -0.6362 0.5799
O -1.5171 0.4461 -0.2849
C -0.3692 1.2334 -0.6035
C 0.7979 0.4191 -1.2190
H 0.4523 -1.9568 0.8687
H -0.2525 -2.1521 -0.8331
H -1.9168 -1.1990 0.9133
H -0.5495 -0.1022 1.4635
H -0.1178 1.8830 0.3422
H -0.5730 2.1018 -1.2674
H 0.3253 0.0148 -2.1223
H 1.7749 1.0737 -1.5462
*
```

---

*two*
The following is a quantum chemistry calculation of one molecule with the formula C6H8FNO3, from OMol25.

Kohn-Sham gap ... 9.13 eV
SMILES string ... O=[N+]([O-])[C@@H]1CCC(O)=C(F)C1

```
! RIJCOSX wB97M-V def2-TZVPD def2/J DEFGRID3
* xyz 0 1
O 3.0801 -0.2812 -0.3709
N 2.6646 0.7936 0.0828
O 3.3234 1.8003 0.2780
C 1.2774 0.8397 0.3873
C 0.7025 -0.6370 0.6013
C -0.6731 -0.5471 1.1378
C -1.4678 0.4678 0.3949
O -2.8101 0.2956 0.5952
C -0.9700 1.2717 -0.6300
F -1.6415 2.2109 -1.2588
C 0.4775 1.4366 -0.8684
H 1.0103 1.4761 1.2639
H 1.4377 -1.0349 1.2335
H 0.8161 -1.1194 -0.3201
H -0.8108 -0.3101 2.2959
H -1.1410 -1.5424 1.0216
H -3.0826 0.7716 1.4200
H 0.8705 1.0553 -1.8956
H 0.5960 2.4687 -0.9878
*
```

---

Most stable structure: *one*

---

*one*
The following is a quantum chemistry calculation of a 2-piece molecular cluster, C4H7NS overall, from OMol25.

Kohn-Sham gap ... 9.80 eV
SMILES string ... CN=C=S.C=C

```
! RIJCOSX wB97M-V def2-TZVPD def2/J DEFGRID3
* xyz 0 1
C -1.9932 1.2910 1.6544
N -1.2044 0.3473 0.9519
C -0.8403 0.7334 -0.1132
S -0.6235 1.2991 -1.6007
H -2.8054 1.8255 0.9114
H -2.5934 0.8478 2.4056
H -1.3430 1.9808 2.2577
C 1.2593 -1.1943 -0.7822
C 2.4560 -1.5695 -1.2920
H 0.4022 -1.7201 -1.0332
H 1.2996 -0.1886 -0.2155
H 3.5707 -1.3227 -1.0006
H 2.4154 -2.3298 -2.1435
*
```

---

*two*
The following is a quantum chemistry calculation of one molecule with the formula C4H7NS, from OMol25.

Kohn-Sham gap ... 8.30 eV
SMILES string ... C=CNC(C)=S

```
! RIJCOSX wB97M-V def2-TZVPD def2/J DEFGRID3
* xyz 0 1
C -0.1822 -2.2122 0.3480
C 0.0320 -1.1557 1.1798
N -0.1395 0.1485 0.8098
C -0.2369 0.5384 -0.5752
C 0.1986 1.9357 -0.8279
S -0.4377 -0.4210 -1.9438
H -0.2470 -3.2538 0.7956
H -0.4933 -2.0028 -0.7725
H 0.4616 -1.1838 2.1914
H 0.1795 0.7777 1.4671
H -0.6446 2.4474 -1.3608
H 0.5311 2.3509 0.1305
H 0.9784 2.0309 -1.4419
*
```

---

Most stable structure: *two*

---

*one*
The following is a quantum chemistry calculation of one molecule with the formula C4H7NS, from OMol25.

Kohn-Sham gap ... 9.84 eV
SMILES string ... C#C[C@H](S)CN

```
! RIJCOSX wB97M-V def2-TZVPD def2/J DEFGRID3
* xyz 0 1
C -0.0304 2.4598 -0.0671
C 0.1417 1.2550 0.1587
C 0.6708 -0.1115 0.4923
S 2.4501 -0.3632 0.0375
C -0.3198 -1.0886 -0.2956
N -1.6706 -0.9595 0.0496
H -0.0362 3.5010 -0.3255
H 0.6882 -0.2802 1.6335
H 2.1437 -0.0711 -1.2413
H -0.1983 -1.2022 -1.4044
H 0.0756 -2.0839 0.2101
H -2.2021 -0.1539 -0.3493
H -1.7128 -0.9017 1.1017
*
```

---

*two*
The following is a quantum chemistry calculation of one molecule with the formula C4H7NS, from OMol25.

Kohn-Sham gap ... 8.46 eV
SMILES string ... CC(=S)N1CC1

```
! RIJCOSX wB97M-V def2-TZVPD def2/J DEFGRID3
* xyz 0 1
C -1.3465 -0.2771 -0.9719
C 0.1973 -0.1388 -1.1187
S 0.7572 -0.1089 -2.6951
N 1.0748 0.0956 -0.0489
C 0.8782 -0.5364 1.2319
C 0.6943 0.9538 1.0918
H -1.7549 0.5589 -1.4962
H -1.6744 -1.1489 -1.5007
H -1.7232 -0.3359 0.0597
H 0.0130 -1.1900 1.3014
H 1.7733 -0.9374 1.6943
H 1.4499 1.6900 1.3259
H -0.3390 1.3753 1.1266
*
```

---

Most stable structure: *two*

---

*one*
The following is a quantum chemistry calculation of one molecule with the formula C2H2O, from OMol25.

Kohn-Sham gap (spin up / spin down) ... 8.10 / 7.92 eV

```
! RIJCOSX wB97M-V def2-TZVPD def2/J DEFGRID3
* xyz 0 1
C -0.5745 -0.4328 -0.0341
C 0.3776 0.4876 -0.0986
O -1.6490 0.2633 -0.0020
H -0.5194 -1.5089 -0.1297
H 0.6398 1.4877 0.1410
*
```

---

*two*
The following is a quantum chemistry calculation of a 2-piece molecular cluster, C2H2O overall, from OMol25.

Kohn-Sham gap (spin up / spin down) ... 8.92 / 8.92 eV

```
! RIJCOSX wB97M-V def2-TZVPD def2/J DEFGRID3
* xyz 0 1
C 1.5523 -0.8083 -0.9798
C -1.4131 0.4598 0.5524
O 2.1703 -0.7287 -1.9183
H -0.3396 0.2180 0.9540
H -1.9699 0.8592 1.3917
*
```

---

Most stable structure: *one*